[1]
{
  "formula": "C4H14NO3",
  "method": "ωB97M-V/def2-TZVPD",
  "orbital_gap_ha": 0.4107,
  "charge": 1,
  "e_lumo_ev": -2.8078,
  "de_lowest_kcal_mol": 5.0,
  "symbols": ["O", "O", "O", "N", "C", "C", "C", "C", "H", "H", "H", "H", "H", "H", "H", "H", "H", "H", "H", "H", "H", "H"],
  "positions_angstrom": [[3.054, 0.746, 1.002], [1.892, -1.953, -0.910], [0.034, -0.535, 2.128], [0.293, 0.109, -0.603], [-1.630, 0.637, 0.861], [-1.165, -0.086, -0.398], [-0.845, 0.292, 2.096], [-1.971, 0.345, -1.646], [-1.437, 1.706, 0.709], [3.967, 0.885, 0.736], [-1.414, 0.897, -2.397], [0.546, 1.044, -0.936], [2.631, -2.181, -0.316], [-2.330, -0.562, -2.135], [-2.707, 0.582, 0.982], [-1.078, 0.873, 3.005], [3.012, 0.813, 1.960], [-2.860, 0.908, -1.353], [0.707, -0.527, -1.289], [1.721, -2.780, -1.377], [0.870, -0.051, 0.229], [-1.291, -1.163, -0.347]],
  "forces_ev_per_angstrom": [[-0.5, -0.2, -0.3], [0.5, -0.7, 0.1], [0.0, 0.2, -0.3], [0.8, 0.9, -0.4], [1.0, 0.4, -0.5], [-0.8, -0.1, -0.5], [-0.2, -0.3, 0.5], [-0.3, -0.6, 0.2], [-0.1, 0.2, 0.0], [0.1, 0.1, 0.2], [0.2, 0.3, 0.1], [-0.3, 0.1, 0.2], [-0.4, 0.3, -0.2], [0.0, 0.2, -0.1], [-0.1, -0.3, 0.2], [-0.1, 0.0, -0.1], [0.2, 0.0, 0.0], [0.2, 0.1, -0.1], [-0.1, -0.3, 0.1], [0.0, 0.1, 0.0], [-0.2, -0.2, 0.3], [0.1, -0.1, 0.6]],
  "lowdin_charge": [-0.048, -0.043, 0.061, 0.191, -0.099, -0.326, -0.216, -0.017, 0.141, 0.051, 0.086, 0.178, 0.082, 0.089, 0.138, 0.137, 0.050, 0.090, 0.128, 0.072, 0.102, 0.155]
}

---

[2]
{
  "formula": "C62H82F6N9O25S2",
  "method": "ωB97M-V/def2-TZVPD",
  "orbital_gap_ha": 0.2732,
  "charge": -1,
  "e_lumo_ev": 1.2004,
  "symbols": ["S", "S", "F", "F", "F", "F", "F", "F", "O", "O", "O", "O", "O", "O", "O", "O", "O", "O", "O", "O", "O", "O", "O", "O", "O", "O", "O", "O", "O", "O", "O", "O", "O", "N", "N", "N", "N", "N", "N", "N", "N", "N", "C", "C", "C", "C", "C", "C", "C", "C", "C", "C", "C", "C", "C", "C", "C", "C", "C", "C", "C", "C", "C", "C", "C", "C", "C", "C", "C", "C", "C", "C", "C", "C", "C", "C", "C", "C", "C", "C", "C", "C", "C", "C", "C", "C", "C", "C", "C", "C", "C", "C", "C", "C", "C", "C", "C", "C", "C", "C", "C", "C", "C", "C", "H", "H", "H", "H", "H", "H", "H", "H", "H", "H", "H", "H", "H", "H", "H", "H", "H", "H", "H", "H", "H", "H", "H", "H", "H", "H", "H", "H", "H", "H", "H", "H", "H", "H", "H", "H", "H", "H", "H", "H", "H", "H", "H", "H", "H", "H", "H", "H", "H", "H", "H", "H", "H", "H", "H", "H", "H", "H", "H", "H", "H", "H", "H", "H", "H", "H", "H", "H", "H", "H", "H", "H", "H", "H", "H", "H", "H", "H", "H", "H", "H", "H"],
  "positions_angstrom": [[29.020, 28.886, -29.824], [28.105, 27.158, -28.289], [30.609, 29.799, -31.829], [25.924, 25.597, -29.068], [30.261, 27.698, -31.773], [26.288, 25.705, -26.865], [28.689, 29.061, -32.532], [27.578, 24.491, -28.123], [29.315, 26.658, -27.668], [33.448, 33.792, -38.349], [38.022, 29.097, -33.499], [32.567, 32.386, -36.949], [28.176, 30.071, -29.698], [33.340, 34.741, -26.484], [20.825, 36.782, -24.783], [28.695, 27.727, -20.235], [36.550, 29.595, -31.934], [26.350, 27.584, -20.540], [24.220, 22.230, -20.769], [35.959, 26.349, -38.732], [36.997, 27.430, -32.329], [33.863, 36.469, -25.107], [34.335, 33.674, -36.328], [36.613, 26.170, -40.885], [22.124, 22.632, -20.275], [27.558, 29.072, -21.654], [30.211, 29.008, -29.028], [22.018, 34.826, -25.216], [23.036, 36.774, -25.095], [27.435, 28.287, -27.635], [32.037, 35.133, -24.772], [23.590, 22.465, -18.545], [36.069, 24.362, -39.647], [31.756, 21.684, -29.449], [27.530, 23.863, -32.905], [28.217, 27.342, -29.760], [33.972, 28.505, -25.602], [20.827, 19.903, -25.841], [29.285, 16.252, -29.391], [23.912, 34.858, -33.574], [18.436, 22.719, -29.126], [24.275, 28.104, -31.823], [32.642, 32.995, -39.159], [17.126, 23.638, -27.513], [26.194, 29.429, -21.839], [33.346, 23.342, -29.480], [35.703, 25.460, -37.643], [37.187, 28.597, -32.592], [32.002, 22.991, -29.686], [33.961, 22.128, -29.220], [26.518, 22.270, -34.048], [18.324, 24.378, -27.503], [36.807, 30.776, -32.598], [27.131, 23.140, -34.967], [23.530, 27.701, -32.908], [25.751, 35.446, -34.792], [24.060, 35.870, -25.475], [35.773, 24.150, -38.288], [27.820, 24.074, -34.254], [33.153, 35.510, -25.412], [21.867, 36.190, -25.062], [34.216, 28.984, -24.320], [30.453, 32.505, -37.936], [38.129, 30.547, -33.344], [24.228, 28.679, -20.407], [28.002, 17.828, -30.428], [26.860, 25.626, -28.084], [23.568, 29.089, -31.142], [19.125, 23.756, -28.467], [31.532, 33.999, -25.373], [29.702, 28.883, -31.627], [23.392, 34.521, -25.481], [22.139, 22.418, -21.639], [22.662, 18.505, -25.739], [24.720, 36.289, -35.150], [23.564, 22.166, -22.013], [23.473, 33.778, -26.824], [30.043, 34.177, -25.815], [28.806, 16.651, -30.636], [28.677, 17.036, -28.437], [23.340, 22.425, -19.766], [32.995, 21.072, -29.282], [34.401, 25.770, -36.897], [17.206, 22.740, -28.590], [21.432, 23.622, -22.356], [34.998, 28.923, -26.412], [35.888, 29.503, -25.590], [33.486, 33.300, -37.133], [25.256, 34.499, -33.868], [22.161, 19.749, -26.182], [25.367, 28.239, -21.324], [31.909, 32.099, -38.120], [27.974, 18.065, -29.035], [36.214, 25.676, -39.860], [20.435, 18.738, -25.292], [21.525, 17.864, -25.200], [23.689, 36.021, -34.263], [36.745, 31.897, -31.547], [27.622, 28.129, -20.727], [35.374, 29.609, -24.261], [32.443, 33.667, -26.544], [22.386, 28.527, -33.019], [22.455, 29.337, -31.856], [26.719, 22.808, -32.787], [18.810, 22.046, -29.781], [20.101, 24.058, -28.816], [21.740, 30.112, -31.622], [35.700, 30.275, -23.476], [25.963, 29.578, -22.893], [25.115, 27.697, -31.437], [21.750, 24.640, -22.130], [34.516, 26.763, -36.462], [34.814, 23.649, -38.158], [26.745, 35.502, -35.210], [33.608, 25.797, -37.645], [29.861, 15.468, -29.119], [24.421, 33.239, -26.838], [26.342, 22.494, -31.825], [24.740, 37.101, -35.862], [31.964, 33.578, -39.782], [16.318, 23.791, -26.814], [25.105, 27.661, -22.210], [29.850, 32.232, -38.802], [29.921, 35.140, -26.311], [31.216, 23.690, -29.930], [29.395, 34.411, -24.970], [31.898, 31.044, -38.395], [30.279, 33.547, -37.668], [23.888, 26.854, -33.476], [26.998, 23.119, -36.039], [19.393, 18.601, -25.044], [21.488, 16.900, -24.715], [31.572, 33.135, -24.710], [25.980, 21.376, -34.327], [21.524, 21.558, -21.903], [21.525, 23.605, -23.442], [36.780, 29.996, -25.949], [38.960, 30.786, -32.682], [23.759, 27.842, -19.890], [38.179, 31.071, -34.298], [28.386, 24.949, -34.537], [37.412, 31.747, -30.698], [22.725, 20.544, -26.647], [35.753, 32.014, -31.110], [26.014, 30.384, -21.345], [27.589, 18.420, -31.231], [23.946, 29.401, -30.180], [23.757, 21.245, -22.562], [23.241, 34.330, -33.035], [29.206, 16.290, -31.572], [23.470, 34.365, -27.742], [20.282, 20.748, -25.929], [27.770, 24.592, -32.249], [34.995, 21.983, -28.946], [23.395, 29.113, -20.960], [33.472, 28.828, -23.554], [23.600, 17.980, -25.845], [29.636, 33.349, -26.394], [20.364, 23.682, -22.146], [34.242, 25.121, -36.036], [36.509, 23.523, -37.784], [22.713, 33.009, -26.960], [21.743, 28.531, -33.887], [23.823, 33.882, -24.711], [16.442, 22.111, -29.022], [33.066, 28.125, -25.839], [35.982, 30.934, -33.292], [31.810, 33.552, -27.424], [34.922, 28.733, -27.473], [18.602, 25.139, -26.790], [24.499, 36.061, -26.454], [27.367, 18.842, -28.592], [37.050, 32.818, -32.044], [22.699, 36.454, -34.268], [32.969, 32.745, -26.296], [33.145, 32.420, -39.936], [29.983, 31.984, -37.102], [24.517, 29.464, -19.708], [33.054, 20.001, -29.156], [24.873, 35.833, -24.750], [28.840, 16.953, -27.372], [36.527, 25.528, -36.933], [30.875, 21.192, -29.422], [23.867, 23.021, -22.618], [33.834, 24.305, -29.517], [25.768, 33.651, -33.438]],
  "forces_ev_per_angstrom": [[-0.6, 2.0, -0.6], [-1.1, -1.4, 6.3], [0.2, 0.7, 0.2], [0.4, -0.2, 0.9], [0.1, -0.5, -0.7], [0.0, -0.1, -1.0], [1.0, -0.3, 0.7], [-0.6, 0.3, -0.2], [-0.9, -0.1, 0.1], [0.5, 0.8, -1.7], [1.0, 0.4, -0.9], [0.7, -1.1, 1.9], [0.0, -1.7, -1.0], [1.3, 0.5, -1.3], [2.5, -1.9, -1.1], [-4.3, 1.3, -1.3], [0.3, -1.8, 0.2], [1.8, -0.5, 0.8], [0.8, -0.5, 1.1], [-0.4, 1.0, 0.2], [0.6, 1.6, -0.9], [-1.9, -2.7, -0.7], [-2.2, -1.0, -1.2], [-0.8, -0.5, 1.0], [-0.2, -0.1, 1.4], [-0.3, 0.6, -0.1], [0.2, -1.0, -0.3], [-0.6, 1.1, 0.3], [1.6, 1.1, -0.5], [0.3, -1.4, -0.1], [0.5, 0.9, 0.8], [-0.6, -0.2, -4.4], [0.1, -0.5, -0.4], [2.0, -0.5, -0.7], [1.2, 1.6, -1.5], [1.6, 3.2, -4.7], [-0.5, 0.5, 1.3], [1.8, -0.4, -0.7], [-1.4, 0.7, 0.1], [2.8, 0.4, -0.8], [0.9, 2.6, 1.4], [-1.3, 0.2, 0.5], [-1.5, -1.0, -0.9], [-0.4, -0.4, -1.2], [-0.7, 0.6, -1.0], [-1.8, -1.0, -0.4], [0.2, 1.2, 1.5], [-1.0, -1.8, 1.5], [-0.3, 2.5, 0.4], [-0.3, -2.9, 0.2], [-0.6, 0.1, 0.5], [1.0, -1.9, -0.9], [-0.6, 2.5, 0.6], [0.4, 0.0, -0.6], [-0.2, 0.7, -0.1], [0.3, -2.3, 0.8], [0.9, -0.6, 0.1], [-0.8, -2.4, 0.5], [-0.5, 0.6, 0.9], [1.6, 2.9, 0.5], [-3.2, -0.1, 1.7], [-3.1, -1.7, 0.0], [-0.8, -0.3, 0.3], [-1.2, -0.6, 1.0], [-0.7, -0.2, -0.6], [1.9, -2.4, -0.5], [1.3, 1.2, -0.3], [1.5, -1.2, 0.0], [0.7, 0.3, -0.3], [-2.9, -2.3, -0.6], [-2.0, -0.8, 0.8], [-0.7, -0.9, -1.5], [-2.6, 0.9, -2.5], [-2.1, 1.1, -0.5], [-1.2, 1.1, 1.4], [0.2, 1.2, -0.7], [0.6, -0.6, 0.1], [0.5, 1.2, 0.9], [-0.4, 2.2, 0.7], [0.3, 1.2, 0.3], [1.0, 0.4, 3.9], [0.6, 1.7, 0.8], [0.9, 0.9, -0.6], [-1.9, -0.7, 1.3], [0.0, 0.1, -0.1], [-1.2, -1.2, 0.0], [1.9, 1.9, -0.3], [3.6, 1.5, 2.7], [-0.5, 1.1, -0.6], [1.5, 0.0, 0.4], [0.7, 1.7, 0.6], [-2.3, 0.8, -1.9], [-0.4, -0.9, -0.6], [1.2, 0.7, -1.0], [-0.2, -1.4, 0.8], [-1.3, 0.5, 0.4], [-1.6, -0.4, -1.4], [0.5, 0.2, -0.6], [2.6, -2.6, 1.0], [1.6, 1.1, -0.8], [-0.7, -0.6, 1.3], [2.5, -1.6, 0.5], [-1.7, 1.4, -0.6], [-0.6, -1.4, 0.1], [-0.1, 0.5, 0.1], [0.1, -0.2, 0.1], [0.0, -0.1, 0.1], [0.3, -0.5, 0.1], [0.5, 0.1, -0.1], [-0.2, -0.2, -0.3], [0.8, -0.2, 0.6], [-0.2, 0.1, -0.1], [-0.1, -0.3, -0.5], [0.0, -0.4, 0.2], [-0.4, -0.2, 0.4], [-0.2, 0.1, -0.6], [0.2, -0.1, -0.1], [0.1, -0.1, -0.1], [0.0, 0.0, 0.2], [-0.3, 0.5, 0.6], [-0.2, -0.1, -0.4], [-0.3, -0.5, 0.4], [0.1, 0.2, -0.2], [0.4, -0.1, -0.9], [-0.2, -0.2, 0.2], [0.1, -0.8, 0.5], [0.6, -0.1, 0.3], [0.4, 0.2, -0.4], [-0.1, 0.2, -0.3], [0.4, -0.2, 0.0], [0.1, -0.1, 0.2], [-0.1, 0.0, -0.2], [0.0, 0.3, 0.5], [-0.1, 0.1, 0.3], [-0.1, -0.2, 0.3], [0.1, -0.6, -0.1], [0.1, -0.1, 0.1], [0.3, -0.1, -0.2], [0.4, -0.1, 0.2], [0.1, -0.4, 0.1], [0.0, -0.2, -0.1], [0.3, -0.3, -0.2], [-0.2, 0.1, 0.0], [-0.1, -0.1, -0.4], [-0.1, -0.1, 0.3], [-0.1, -0.1, 0.1], [-0.2, 0.3, -0.2], [0.0, -0.1, 0.4], [0.3, 0.3, 0.0], [-0.1, -0.3, 0.2], [-0.2, 0.5, 0.3], [0.1, -0.3, -0.2], [-0.2, -0.5, 0.4], [0.0, -0.1, -0.2], [0.1, 0.1, -0.4], [0.0, 0.0, 0.0], [0.2, 0.7, -0.2], [0.2, 0.1, 0.0], [-0.1, -0.5, 0.1], [-0.1, -0.4, -0.4], [0.2, -0.1, -0.5], [-0.2, 0.1, 0.4], [-0.2, 0.0, 0.4], [-0.5, -0.1, 0.2], [0.0, -0.2, 0.4], [0.4, 0.0, -0.4], [0.1, 0.1, -0.4], [0.8, 0.4, -0.5], [0.4, 0.1, 0.1], [0.1, 0.0, -0.3], [-0.3, 0.6, 0.0], [0.3, -0.1, 0.4], [-0.2, 0.2, 0.1], [0.0, 0.0, 0.1], [0.2, 0.0, -0.6], [0.9, -0.1, 0.5], [0.3, -0.4, 0.1], [0.4, -0.3, 0.1], [0.2, 0.2, 0.2], [-0.1, 0.6, 0.1], [0.2, -0.4, -0.1], [0.1, 0.5, 0.0], [0.2, 0.4, -0.3], [0.6, -0.2, -0.1], [-0.4, 0.0, -0.1], [-0.3, 0.1, 0.1]],
  "lowdin_charge": [0.669, 0.478, 0.171, 0.085, 0.130, 0.106, 0.094, 0.101, -0.316, 0.101, 0.067, 0.119, -0.321, 0.086, 0.117, 0.108, 0.083, 0.058, 0.084, 0.101, 0.137, 0.116, 0.122, 0.143, 0.101, 0.083, -0.303, 0.074, 0.098, -0.339, 0.107, 0.106, 0.095, 0.006, 0.010, -0.306, 0.021, 0.007, -0.001, 0.015, 0.017, 0.015, -0.097, -0.119, -0.100, -0.104, -0.340, -0.558, -0.158, -0.136, -0.118, -0.112, -0.361, -0.136, -0.133, -0.134, -0.094, -0.133, -0.129, -0.527, -0.530, -0.171, -0.030, -0.037, -0.024, -0.104, -0.590, -0.139, -0.135, -0.340, -0.664, -0.314, -0.334, -0.096, -0.134, -0.097, -0.023, -0.015, -0.115, -0.158, -0.502, -0.122, -0.007, -0.175, -0.017, -0.140, -0.139, -0.578, -0.098, -0.140, -0.312, -0.317, -0.128, -0.561, -0.166, -0.126, -0.166, -0.015, -0.483, -0.122, -0.092, -0.096, -0.161, -0.159, 0.150, 0.096, 0.084, 0.095, 0.134, 0.140, 0.079, 0.084, 0.135, 0.088, 0.093, 0.143, 0.086, 0.107, 0.091, 0.130, 0.086, 0.153, 0.087, 0.083, 0.104, 0.072, 0.155, 0.094, 0.098, 0.090, 0.102, 0.086, 0.149, 0.085, 0.149, 0.077, 0.085, 0.134, 0.084, 0.137, 0.103, 0.086, 0.095, 0.086, 0.130, 0.082, 0.112, 0.141, 0.143, 0.091, 0.084, 0.148, 0.148, 0.081, 0.082, 0.109, 0.090, 0.089, 0.076, 0.095, 0.141, 0.085, 0.081, 0.148, 0.102, 0.149, 0.156, 0.136, 0.113, 0.091, 0.133, 0.089, 0.084, 0.098, 0.137, 0.130, 0.086, 0.088, 0.088, 0.136, 0.102, 0.154, 0.146, 0.134, 0.095, 0.096]
}

---

[3]
{
  "formula": "C3H4CoLiO3",
  "method": "ωB97M-V/def2-TZVPD",
  "multiplicity": 5,
  "orbital_gap_ha": [0.3256, 0.2581],
  "charge": 2,
  "s2": 6.01,
  "e_lumo_ev": [-9.5318, -12.0467],
  "de_lowest_kcal_mol": 135.9,
  "symbols": ["Co", "O", "O", "O", "C", "C", "C", "Li", "H", "H", "H", "H"],
  "positions_angstrom": [[2.289, -0.530, -0.574], [0.195, -0.069, 0.877], [2.010, 0.768, 0.869], [0.161, 1.497, -0.507], [0.862, 0.954, 0.407], [-1.043, -0.523, 0.210], [-1.523, 0.803, -0.154], [-0.947, -2.476, 1.272], [-1.312, -1.146, -0.656], [-2.046, 0.874, -1.110], [-2.086, 1.281, 0.656], [3.441, -1.433, -1.291]],
  "forces_ev_per_angstrom": [[2.5, -1.5, -1.3], [-4.5, -8.0, 1.9], [0.5, 3.5, -1.5], [-1.6, 1.6, 0.4], [0.3, -0.6, -0.1], [1.4, 4.6, 0.3], [-0.1, 0.5, -1.1], [-0.1, -0.6, 0.6], [1.3, -1.4, 0.3], [0.4, 0.5, 0.0], [0.9, 0.9, 0.0], [-1.0, 0.6, 0.6]],
  "lowdin_spin": [2.774, 0.123, 0.055, 0.069, 0.046, 0.645, 0.082, 0.023, 0.062, 0.007, 0.019, 0.096]
}